Formula: C49H49ClN5O4ReSi
Source: the Open Molecules 2025 dataset
Level of theory: wB97M-V/def2-TZVPD

```
110
Properties=species:S:1:pos:R:3:lowdin_spin:R:1
Re -0.144 -0.341 -0.580 2.433
C -5.007 0.172 -1.340 0.001
O -4.728 0.087 0.051 0.000
C -3.962 1.109 0.559 0.003
C -4.563 2.056 1.362 0.021
C -3.815 3.063 1.969 0.005
C -2.458 3.105 1.766 0.019
C -1.810 2.147 0.966 0.011
C -0.378 2.251 0.889 0.086
N 0.410 1.388 0.333 -0.003
N 1.783 1.609 0.455 0.005
C 2.441 0.644 -0.109 0.012
O 1.839 -0.367 -0.716 0.116
C 3.912 0.627 -0.072 -0.001
C 4.621 1.763 0.315 0.000
C 6.004 1.726 0.359 0.000
C 6.681 0.559 0.027 0.001
C 5.974 -0.573 -0.353 0.000
C 4.590 -0.541 -0.406 0.002
C -2.570 1.131 0.342 0.024
O -2.040 0.187 -0.439 0.154
H -5.681 -0.651 -1.573 0.000
H -4.094 0.073 -1.928 0.000
H -5.497 1.118 -1.582 0.000
H -5.632 1.985 1.515 0.001
H -4.300 3.797 2.597 0.000
H -1.859 3.872 2.240 0.000
H 0.103 3.097 1.372 0.002
H 4.082 2.664 0.571 0.000
H 6.557 2.608 0.652 0.000
H 7.762 0.534 0.065 0.000
H 6.503 -1.483 -0.606 0.000
H 4.028 -1.419 -0.692 0.000
C 3.928 -3.704 2.108 -0.002
C 3.392 -2.933 3.127 0.001
C 2.146 -2.339 2.972 -0.002
C 1.418 -2.496 1.792 -0.001
C 1.976 -3.280 0.776 -0.001
C 3.213 -3.884 0.930 0.000
Si -0.244 -1.678 1.548 0.005
C -1.614 -2.911 1.186 0.001
C -2.936 -2.476 1.027 -0.001
C -3.939 -3.348 0.628 0.000
C -3.636 -4.678 0.362 -0.001
C -2.333 -5.131 0.518 0.001
C -1.335 -4.257 0.933 -0.001
C -0.659 -0.501 2.940 0.001
C 0.281 0.461 3.332 -0.001
C -0.009 1.385 4.323 0.001
C -1.252 1.370 4.943 -0.002
C -2.192 0.419 4.580 0.001
C -1.895 -0.512 3.592 -0.001
H 4.898 -4.168 2.230 0.000
H 3.942 -2.796 4.049 0.000
H 1.739 -1.752 3.786 0.000
H 1.435 -3.429 -0.152 0.000
H 3.622 -4.495 0.134 0.000
H -3.195 -1.439 1.189 0.000
H -4.954 -2.983 0.528 0.000
H -4.416 -5.364 0.054 0.000
H -2.093 -6.170 0.331 0.000
H -0.328 -4.635 1.065 0.000
H 1.253 0.500 2.851 0.000
H 0.737 2.113 4.616 0.000
H -1.481 2.092 5.717 0.000
H -3.157 0.393 5.069 0.000
H -2.636 -1.260 3.342 0.000
C -5.311 -4.949 -4.786 0.000
C -4.612 -3.628 -5.140 0.000
C -4.956 -3.279 -6.592 0.000
C -5.197 -2.524 -4.247 0.000
C -3.063 -3.808 -4.986 0.001
O -2.640 -4.940 -5.751 0.000
C -2.177 -2.647 -5.487 0.000
C -2.271 -1.233 -4.897 0.000
C -0.932 -0.587 -4.576 0.001
C 0.282 -1.041 -5.080 0.000
C 1.488 -0.459 -4.708 0.001
C 1.490 0.606 -3.825 0.001
Cl 2.983 1.341 -3.354 0.001
C 0.290 1.104 -3.328 0.004
C -0.902 0.505 -3.712 0.001
C -2.714 -4.252 -3.539 0.001
N -1.631 -3.519 -2.902 0.012
C -1.753 -2.530 -2.040 0.024
N -0.545 -2.061 -1.745 0.040
C 0.301 -2.834 -2.495 0.016
N -0.325 -3.744 -3.190 0.003
H -6.381 -4.850 -4.969 0.000
H -5.191 -5.215 -3.733 0.000
H -4.933 -5.774 -5.386 0.000
H -6.038 -3.193 -6.698 0.000
H -4.636 -4.052 -7.293 0.000
H -4.523 -2.326 -6.900 0.000
H -6.284 -2.623 -4.234 0.000
H -4.972 -1.525 -4.618 0.000
H -4.864 -2.590 -3.207 0.000
H -2.761 -4.750 -6.688 0.000
H -2.332 -2.593 -6.567 0.000
H -1.164 -3.027 -5.360 0.000
H -2.859 -1.225 -3.979 0.000
H -2.819 -0.582 -5.584 0.000
H 0.313 -1.871 -5.774 0.000
H 2.424 -0.827 -5.107 0.000
H 0.293 1.973 -2.681 0.001
H -1.828 0.900 -3.318 0.000
H -2.411 -5.295 -3.595 0.000
H -3.552 -4.171 -2.852 0.000
H -2.682 -2.174 -1.624 0.000
H 1.371 -2.706 -2.494 0.000
```

Summary:
**Spin multiplicity**: 4
**Charge**: +1
**Relative energy (zero: lowest compared OMol25 entry of this formula, charge and spin)**: 0.0 kJ/mol
**Gap between HOMO and LUMO (alpha / beta)**: 7.6 / 6.9 eV
**Electronic energy**: -3299.19816 Ha
**HOMO level (alpha / beta)**: -10.64 / -10.89 eV

---

Formula: C49H50ClIN9O4OsPS3
Source: the Open Molecules 2025 dataset
Level of theory: wB97M-V/def2-TZVPD

```
119
Properties=species:S:1:pos:R:3:lowdin_spin:R:1
Os -0.241 -1.973 -0.249 2.741
I -1.577 -4.724 -0.493 0.183
C -2.654 -4.752 1.329 0.005
C -3.977 -5.071 1.196 0.011
C -4.733 -5.414 2.328 -0.001
C -4.109 -5.524 3.534 0.007
C -2.742 -5.190 3.686 0.000
C -2.113 -5.387 4.932 0.002
C -0.793 -5.090 5.105 -0.001
C -0.094 -4.465 4.067 0.002
C -0.667 -4.217 2.835 -0.002
P 0.398 -3.069 1.845 0.043
C 0.703 -1.760 3.084 0.024
C 1.864 -1.684 3.853 0.008
C 1.941 -0.775 4.896 0.001
C 0.868 0.057 5.183 0.009
C -0.280 0.003 4.405 -0.001
C -0.361 -0.896 3.355 0.010
C 1.934 -4.000 1.650 0.004
C 1.927 -5.393 1.609 0.001
C 3.121 -6.081 1.458 0.000
C 4.318 -5.388 1.352 0.000
C 4.328 -4.000 1.393 0.000
C 3.138 -3.304 1.530 0.001
C -1.988 -4.688 2.577 0.001
H -4.433 -5.103 0.216 0.001
H -5.781 -5.656 2.216 0.000
H -4.648 -5.888 4.400 0.000
H -2.698 -5.801 5.744 0.000
H -0.295 -5.281 6.045 0.000
H 0.920 -4.144 4.257 0.000
H 2.705 -2.335 3.660 0.000
H 2.842 -0.725 5.493 0.000
H 0.926 0.743 6.018 0.000
H -1.115 0.655 4.624 0.000
H -1.256 -0.937 2.749 0.001
H 0.998 -5.937 1.725 0.000
H 3.115 -7.163 1.440 0.000
H 5.248 -5.931 1.251 0.000
H 5.254 -3.446 1.314 0.000
H 3.156 -2.224 1.566 0.000
N -1.269 -1.208 -5.139 0.006
C -0.671 -1.330 -3.955 0.015
N 0.627 -1.048 -3.867 0.002
S -1.618 -1.782 -2.616 0.078
H -0.752 -1.056 -5.989 0.001
H -2.248 -1.429 -5.213 0.001
H 1.184 -0.808 -4.673 0.000
H 1.077 -1.075 -2.970 0.000
O -3.840 -0.144 1.014 0.111
C -2.875 -0.751 0.795 0.079
N -1.870 -1.389 0.602 0.129
C -1.316 6.511 -2.518 0.000
C -2.129 5.269 -2.893 0.000
C -3.627 5.612 -2.870 0.000
C -1.770 4.860 -4.332 0.000
C -1.858 4.094 -1.899 0.000
O -2.601 2.941 -2.296 0.000
C -2.155 4.501 -0.421 0.000
C -3.011 3.490 0.370 0.000
C -3.020 3.846 1.837 0.000
C -4.043 4.620 2.376 0.000
C -4.039 4.984 3.713 0.000
C -2.995 4.573 4.528 0.000
Cl -2.975 5.030 6.191 0.000
C -1.965 3.797 4.013 0.000
C -1.983 3.444 2.675 0.000
C -0.397 3.617 -2.039 0.001
N -0.159 2.424 -1.250 0.002
C -0.455 1.167 -1.570 0.009
N -0.134 0.381 -0.553 0.102
C 0.390 1.233 0.373 0.008
N 0.380 2.477 -0.021 0.005
H -1.523 7.304 -3.239 0.000
H -0.242 6.316 -2.551 0.000
H -1.568 6.890 -1.528 0.000
H -3.796 6.527 -3.437 0.000
H -4.005 5.780 -1.861 0.000
H -4.224 4.828 -3.343 0.000
H -2.232 5.558 -5.031 0.000
H -2.137 3.859 -4.559 0.000
H -0.692 4.896 -4.504 0.000
H -3.538 3.163 -2.301 0.000
H -2.672 5.459 -0.398 0.000
H -1.215 4.637 0.115 0.000
H -2.623 2.480 0.228 0.000
H -4.038 3.502 -0.002 0.000
H -4.861 4.941 1.741 0.000
H -4.841 5.581 4.125 0.000
H -1.159 3.482 4.662 0.000
H -1.171 2.856 2.270 0.000
H 0.302 4.377 -1.704 0.000
H -0.209 3.366 -3.081 0.000
H -0.944 0.881 -2.483 0.000
H 0.781 0.924 1.329 0.000
N 5.499 2.014 -5.655 0.002
C 5.156 1.483 -4.454 0.001
C 3.858 1.653 -3.934 0.000
C 3.518 1.113 -2.711 0.001
C 4.457 0.389 -1.990 0.003
C 5.735 0.183 -2.501 0.001
C 6.084 0.726 -3.716 0.001
S 4.059 -0.314 -0.421 0.009
O 5.024 -1.345 -0.138 0.005
O 3.821 0.697 0.557 0.003
N 2.575 -1.033 -0.686 0.135
C 2.506 -2.186 -1.282 0.040
S 3.784 -3.034 -2.130 -0.006
C 2.665 -4.300 -2.509 0.095
C 1.444 -4.059 -2.004 -0.009
N 1.309 -2.863 -1.323 0.114
H 4.885 2.645 -6.135 0.000
H 6.450 1.964 -5.972 0.000
H 3.133 2.224 -4.502 0.000
H 2.525 1.249 -2.302 0.000
H 6.433 -0.406 -1.920 0.000
H 7.080 0.579 -4.113 0.000
H 2.977 -5.168 -3.066 0.005
H 0.595 -4.712 -2.118 -0.002
```

Summary:
**Spin multiplicity**: 5
**Charge**: +2
**Relative energy (zero: lowest compared OMol25 entry of this formula, charge and spin)**: 0.0 kJ/mol
**Gap between HOMO and LUMO (alpha / beta)**: 6.5 / 4.2 eV
**Electronic energy**: -5075.00383 Ha
**HOMO level (alpha / beta)**: -12.01 / -12.01 eV

---

Formula: C49H52BrF48N2O9P
Source: the Open Molecules 2025 dataset
Level of theory: wB97M-V/def2-TZVPD

```
162
Properties=species:S:1:pos:R:3:lowdin_charge:R:1
C 1.276 0.336 2.505 -0.079
C 1.916 0.671 1.001 -0.263
O 1.892 2.100 0.658 -0.290
P 0.280 2.701 0.400 0.764
O 0.020 3.784 1.566 -0.382
C 0.293 3.686 -1.236 -0.203
C 1.557 4.780 -1.214 -0.160
N 1.640 5.338 -2.645 -0.101
C 2.714 4.775 -3.569 0.087
C 2.794 5.358 -5.101 0.065
C 1.725 6.514 -5.630 -0.090
C 1.870 7.009 -7.194 -0.091
C 1.449 5.911 -8.364 0.064
C 1.609 6.309 -9.951 0.073
N 2.128 7.699 -10.362 -0.084
C 2.243 7.916 -11.881 -0.135
C 3.759 7.384 -12.333 -0.219
C 3.768 5.723 -12.514 -0.606
Br 5.276 5.110 -13.738 0.574
C 2.494 8.754 -9.323 0.095
C 2.394 8.485 -7.682 0.074
C 0.624 7.081 -4.551 0.077
C 0.647 6.421 -3.026 0.088
O -0.990 1.523 0.551 -0.266
C -1.122 0.672 -0.641 -0.274
C -2.737 0.243 -0.712 -0.068
H 1.888 -0.606 2.898 0.086
H 1.511 1.289 3.179 0.109
H 0.117 0.163 2.483 0.069
H 3.069 0.376 1.099 0.136
H 1.487 -0.017 0.154 0.110
H 0.585 2.909 -2.093 0.107
H -0.707 4.246 -1.472 0.113
H 1.429 5.611 -0.401 0.158
H 2.551 4.172 -0.970 0.146
H 3.454 3.955 -3.170 0.157
H 3.607 4.960 -5.854 0.125
H 1.043 4.826 -8.083 0.135
H 1.326 5.492 -10.749 0.148
H 1.486 7.225 -12.476 0.147
H 2.042 9.030 -12.187 0.150
H 4.117 7.881 -13.330 0.120
H 4.567 7.623 -11.516 0.121
H 2.735 5.326 -12.922 0.075
H 3.968 5.199 -11.471 0.070
H 2.867 9.835 -9.630 0.159
H 2.683 9.269 -6.862 0.126
H -0.150 7.921 -4.851 0.131
H -0.172 6.840 -2.273 0.166
H -0.898 1.199 -1.660 0.107
H -0.549 -0.371 -0.540 0.129
H -2.983 -0.433 0.222 0.087
H -2.961 -0.324 -1.738 0.106
H -3.388 1.217 -0.729 0.058
C -5.203 3.604 0.757 -0.051
C -4.963 3.998 -0.709 -0.428
C -4.768 5.490 -0.945 -0.295
F -5.865 6.207 -0.605 0.094
F -4.546 5.741 -2.263 0.077
F -5.972 3.504 -1.476 0.133
F -3.830 3.347 -1.122 0.068
O -6.568 3.400 1.127 0.038
C -7.269 4.569 1.547 -0.475
C -8.494 4.865 0.675 -0.263
F -8.140 5.100 -0.614 0.087
F -9.146 5.977 1.106 0.100
F -6.408 5.613 1.615 0.122
F -7.660 4.323 2.826 0.145
H -4.736 2.620 0.894 0.145
H -4.674 4.256 1.462 0.150
H -3.911 5.874 -0.386 0.171
H -9.197 4.027 0.686 0.179
C -0.769 -4.513 2.544 -0.046
C -1.146 -3.040 2.324 -0.419
C -2.367 -2.571 3.105 -0.287
F -3.489 -3.236 2.744 0.095
F -2.613 -1.255 2.862 0.073
F -1.293 -2.809 0.992 0.113
F -0.071 -2.286 2.715 0.085
O -1.223 -5.423 1.540 0.034
C -2.534 -5.949 1.738 -0.476
C -3.481 -5.617 0.579 -0.263
F -3.645 -4.276 0.443 0.085
F -4.718 -6.139 0.791 0.093
F -3.009 -5.540 2.938 0.127
F -2.378 -7.297 1.836 0.144
H 0.325 -4.566 2.482 0.146
H -1.002 -4.863 3.557 0.153
H -2.221 -2.687 4.182 0.161
H -3.098 -6.009 -0.367 0.177
C 6.299 -2.586 2.987 -0.059
C 4.817 -2.939 3.184 -0.424
C 4.492 -4.422 3.062 -0.283
F 4.766 -4.904 1.828 0.088
F 3.165 -4.640 3.268 0.084
F 4.062 -2.197 2.329 0.106
F 4.466 -2.525 4.442 0.105
O 6.655 -2.115 1.686 0.029
C 6.988 -3.128 0.739 -0.478
C 6.077 -3.103 -0.493 -0.269
F 4.783 -3.335 -0.157 0.085
F 6.425 -4.071 -1.382 0.097
F 7.008 -4.334 1.354 0.132
F 8.273 -2.876 0.369 0.139
H 6.506 -1.736 3.649 0.153
H 6.972 -3.376 3.341 0.121
H 5.042 -5.013 3.800 0.179
H 6.127 -2.135 -1.000 0.171
C 12.427 -2.597 5.430 -0.052
C 12.922 -4.035 5.645 -0.431
C 12.668 -4.980 4.478 -0.291
F 11.347 -5.139 4.231 0.082
F 13.155 -6.220 4.752 0.095
F 12.393 -4.523 6.800 0.129
F 14.275 -3.969 5.856 0.107
O 11.161 -2.285 6.016 0.034
C 10.024 -2.574 5.205 -0.477
C 9.066 -3.569 5.870 -0.252
F 9.669 -4.766 6.087 0.101
F 7.988 -3.817 5.079 0.073
F 10.433 -2.977 3.978 0.121
F 9.395 -1.382 5.017 0.133
H 13.135 -1.942 5.952 0.153
H 12.488 -2.282 4.381 0.147
H 13.156 -4.628 3.565 0.175
H 8.709 -3.190 6.832 0.181
C -3.326 2.017 6.808 -0.054
C -2.830 0.580 7.024 -0.427
C -3.085 -0.365 5.856 -0.297
F -4.405 -0.525 5.609 0.091
F -2.598 -1.606 6.130 0.084
F -3.359 0.092 8.178 0.132
F -1.478 0.646 7.235 0.103
O -4.591 2.330 7.394 0.034
C -5.729 2.040 6.583 -0.477
C -6.686 1.045 7.248 -0.264
F -6.084 -0.152 7.466 0.091
F -7.764 0.798 6.458 0.096
F -5.320 1.637 5.357 0.118
F -6.358 3.232 6.395 0.138
H -2.617 2.672 7.330 0.152
H -3.265 2.333 5.759 0.145
H -2.597 -0.013 4.943 0.160
H -7.043 1.424 8.210 0.178
C -7.884 -7.029 -1.058 -0.058
C -9.366 -7.382 -0.862 -0.430
C -9.691 -8.865 -0.983 -0.291
F -9.417 -9.347 -2.218 0.085
F -11.018 -9.083 -0.778 0.093
F -10.120 -6.640 -1.717 0.126
F -9.716 -6.968 0.396 0.104
O -7.527 -6.558 -2.359 0.027
C -7.194 -7.571 -3.307 -0.479
C -8.105 -7.546 -4.539 -0.267
F -9.400 -7.778 -4.202 0.093
F -7.757 -8.514 -5.427 0.095
F -7.175 -8.777 -2.692 0.124
F -5.909 -7.319 -3.677 0.131
H -7.676 -6.179 -0.396 0.148
H -7.211 -7.820 -0.704 0.145
H -9.141 -9.457 -0.246 0.175
H -8.056 -6.578 -5.046 0.175
```

Summary:
**Charge**: +2
**Gap between HOMO and LUMO**: 5.4 eV
**Electronic energy**: -10392.74187 Ha
**HOMO level**: -13.45 eV

---

Among the records above, which one has the lowest charge?
C49H49ClN5O4ReSi

---

Number 2 is which compound?
C49H50ClIN9O4OsPS3